Entry 1:
A 2-piece molecular cluster, C4H8O4 overall. Source: the OMol25 dataset; level of theory: ωB97M-V/def2-TZVPD.

Output
**Energy above the lowest of the compared OMol25 structures with the same formula, charge and spin**: 29.23 kcal per mole
**Molar mass**: 120.10 u
**Structure (SMILES)**: CC(=O)O.CC(=O)O
**Energy**: -458.18658 a.u.
**LUMO energy**: 0.8 eV
**F_max**: 0.0780 Eh/bohr
**Highest occupied orbital energy**: -10.49 eV

```
! wB97M-V def2-TZVPD RIJCOSX def2/J DEFGRID3
* xyz 0 1
C -3.4908 0.1189 0.0560
C -1.9568 0.0697 0.0042
O -1.3587 1.1544 -0.2761
O -1.4371 -1.1989 -0.0155
H -3.8960 1.1015 -0.3065
H -3.9674 -0.8069 -0.5777
H -3.8294 -0.0946 1.1349
H -0.4255 -1.0668 0.0964
C 3.4823 -0.1957 -0.0317
C 1.9841 -0.0118 -0.0609
O 1.2222 -0.9638 -0.0883
O 1.6464 1.3186 0.1340
H 3.5804 -1.2771 0.2442
H 3.9940 -0.0535 -1.0223
H 3.7691 0.6926 0.6922
H 0.6832 1.2134 0.0171
*
```

Results of the Löwdin charge analysis, in e, for atoms 1 through 2: -0.03 -0.49

=====

Entry 2:
A 2-piece molecular cluster, C4H8O4 overall. Source: the OMol25 dataset; level of theory: ωB97M-V/def2-TZVPD.

Output
**Energy above the lowest of the compared OMol25 structures with the same formula, charge and spin**: 58.04 kcal per mole
**Molar mass**: 120.10 u
**Structure (SMILES)**: COC=O.COC=O
**Energy**: -458.14066 a.u.
**LUMO energy**: 0.7 eV
**F_max**: 0.0544 Eh/bohr
**Highest occupied orbital energy**: -10.64 eV

```
! wB97M-V def2-TZVPD RIJCOSX def2/J DEFGRID3
* xyz 0 1
C 0.0000 0.0000 0.0000
O -1.2652 0.3187 -0.6168
C -1.8594 -0.4385 -1.5389
O -1.3878 -1.4427 -2.0759
H 0.6877 -0.0026 -0.8624
H 0.1437 -0.9349 0.5674
H 0.2577 0.8509 0.6528
H -2.8482 -0.0356 -1.8349
C 1.2307 5.0978 -0.3225
O 1.1896 4.0097 -1.2807
C 1.7302 2.7945 -0.9983
O 2.1444 2.4587 0.1057
H 0.5508 4.8599 0.5128
H 0.8885 6.0316 -0.7996
H 2.2433 5.2607 0.0834
H 1.5976 2.0296 -1.7889
*
```

Results of the Löwdin charge analysis, in e, for atoms 1 through 2: -0.04 -0.08

=====

Entry 3:
One molecule with the formula C4H8O4. Source: the OMol25 dataset; level of theory: ωB97M-V/def2-TZVPD.

Output
**Energy above the lowest of the compared OMol25 structures with the same formula, charge and spin**: 109.67 kcal per mole
**Molar mass**: 120.10 u
**Structure (SMILES)**: COC(OC)C(=O)O
**Energy**: -458.05839 a.u.
**LUMO energy**: 0.8 eV
**F_max**: 0.1354 Eh/bohr
**Highest occupied orbital energy**: -9.98 eV

```
! wB97M-V def2-TZVPD RIJCOSX def2/J DEFGRID3
* xyz 0 1
C -2.5945 -0.5257 -0.1254
O -1.2054 -0.9738 -0.2024
C -0.2205 0.0475 -0.2439
O -0.2313 1.0577 0.6998
C 0.1958 2.1971 0.1000
C 1.0784 -0.5979 -0.0848
O 1.9097 0.2031 -0.6461
O 1.3688 -1.7629 0.5013
H -2.4540 -0.0473 1.0222
H -3.0827 -1.5340 -0.1401
H -2.9172 0.1880 -0.8670
H -0.0438 0.6422 -1.2470
H 0.1249 2.9436 0.8859
H 1.2442 2.3322 -0.2677
H -0.6023 2.4101 -0.6257
H 2.2411 -1.8526 0.5430
*
```

Results of the Löwdin charge analysis, in e, for atoms 1 through 2: -0.04 -0.13

=====

Entry 4:
One molecule with the formula C4H8O4S. Source: the OMol25 dataset; level of theory: ωB97M-V/def2-TZVPD.

Output
**Energy above the lowest of the compared OMol25 structures with the same formula, charge and spin**: 0.00 kcal per mole
**Molar mass**: 152.17 u
**Structure (SMILES)**: O=S1(=O)C[C@H](O)CCO1
**Energy**: -856.33519 a.u.
**LUMO energy**: 0.5 eV
**F_max**: 0.0117 Eh/bohr
**Highest occupied orbital energy**: -10.93 eV

```
! wB97M-V def2-TZVPD RIJCOSX def2/J DEFGRID3
* xyz 0 1
O -2.9077 -0.4325 -0.1414
S -1.6312 -0.6944 -0.7236
O -1.5160 -1.7327 -1.6944
C -0.4947 -1.0860 0.6209
C 0.8424 -0.3706 0.6092
O 1.4664 -0.6018 1.8504
C 0.5901 1.0922 0.2711
C 0.1844 1.1518 -1.1828
O -1.1604 0.6902 -1.3720
H -1.0414 -0.8337 1.5279
H -0.3729 -2.1653 0.5886
H 1.4364 -0.7921 -0.2120
H 2.3054 -0.1453 1.8420
H 1.4528 1.7248 0.4726
H -0.2403 1.4401 0.8892
H 0.2068 2.1757 -1.5463
H 0.8798 0.5795 -1.7994
*
```

Results of the Löwdin charge analysis, in e, for atoms 1 through 2: -0.27 0.63

=====

Entry 5:
C4H8O5 as an isolated structure. Source: the OMol25 dataset; level of theory: ωB97M-V/def2-TZVPD.

Output
**Energy above the lowest of the compared OMol25 structures with the same formula, charge and spin**: 109.09 kcal per mole
**Molar mass**: 136.10 u
**Energy**: -533.27181 a.u.
**LUMO energy (alpha / beta)**: 0.5 / 0.5 eV
**F_max**: 0.1041 Eh/bohr
**Highest occupied orbital energy (alpha / beta)**: -7.27 / -7.27 eV

```
! wB97M-V def2-TZVPD RIJCOSX def2/J DEFGRID3
* xyz 0 1
C -0.3246 0.6955 -0.3160
C 0.0300 -0.1476 0.7591
C 1.7682 1.0615 -0.0393
C -1.4470 -1.5382 0.5706
O -1.1173 1.7359 -0.0501
O -0.3238 0.3303 -1.5990
O -2.7124 -1.2762 1.0088
O 2.2967 0.2139 -1.0591
O -1.1276 -2.6448 0.1958
H -1.6263 1.9588 -0.8454
H 0.5768 -0.0042 -1.8233
H -3.2165 -2.1152 0.9521
H 2.5802 -0.6261 -0.6750
H -0.2079 0.2118 1.7494
H 0.7455 -0.9532 0.6993
H 2.3417 1.0135 0.8856
H 1.7642 2.0842 -0.4135
*
```

Results of the Löwdin charge analysis, in e, for atoms 1 through 2: -0.56 0.02

=====

Entry 6:
A 2-piece molecular cluster, C4H8O8S2 overall. Source: the OMol25 dataset; level of theory: ωB97M-V/def2-TZVPD.

Output
**Energy above the lowest of the compared OMol25 structures with the same formula, charge and spin**: 72.56 kcal per mole
**Molar mass**: 248.23 u
**Structure (SMILES)**: O=S1(=O)OCCO1.O=S1(=O)OCCO1
**Energy**: -1555.34910 a.u.
**LUMO energy**: 0.0 eV
**F_max**: 0.1040 Eh/bohr
**Highest occupied orbital energy**: -11.08 eV

```
! wB97M-V def2-TZVPD RIJCOSX def2/J DEFGRID3
* xyz 0 1
O -6.5471 -2.3164 3.4178
S -5.8554 -1.2515 2.6095
O -6.6723 -0.2123 1.9753
O -4.4464 -0.5395 3.3076
C -3.5875 -0.0752 2.3817
C -3.6376 -1.2580 1.3123
O -4.9054 -1.8471 1.3510
H -3.9867 0.7519 1.7948
H -2.6227 0.1914 2.8131
H -2.9638 -2.0119 1.7194
H -3.1734 -1.0776 0.3427
O 6.0549 3.1877 -2.1360
S 5.3259 2.0657 -2.7478
O 5.6829 1.7204 -4.1764
O 5.6088 0.7639 -1.8269
C 4.5050 -0.0962 -1.7020
C 3.2871 0.6467 -1.7150
O 3.6822 1.8622 -2.4014
H 4.3402 -0.8360 -2.4853
H 4.4676 -0.7654 -0.8425
H 2.9446 0.9695 -0.7318
H 2.4988 0.1275 -2.2601
*
```

Results of the Löwdin charge analysis, in e, for atoms 1 through 2: -0.25 0.84

=====

Entry 7:
One molecule with the formula C4H8OS. Source: the OMol25 dataset; level of theory: ωB97M-V/def2-TZVPD.

Output
**Energy above the lowest of the compared OMol25 structures with the same formula, charge and spin**: 36.19 kcal per mole
**Molar mass**: 104.17 u
**Structure (SMILES)**: C[C@@H](C=S)CO
**Energy**: -630.57724 a.u.
**LUMO energy**: -0.1 eV
**F_max**: 0.0416 Eh/bohr
**Highest occupied orbital energy**: -8.43 eV

```
! wB97M-V def2-TZVPD RIJCOSX def2/J DEFGRID3
* xyz 0 1
C -0.7715 -1.7517 -0.0289
C -0.9560 -0.1888 0.0245
C 0.3865 0.4831 0.4368
S 1.2522 0.6343 1.8408
C -1.1018 0.3301 -1.4239
O 0.1065 0.0335 -2.1482
H 0.2261 -1.9374 -0.4998
H -0.8134 -2.3575 0.9281
H -1.5714 -2.1858 -0.6404
H -1.8242 0.1238 0.6238
H 0.8626 0.9141 -0.4575
H -1.9365 -0.1465 -1.9392
H -1.1507 1.4110 -1.3599
H -0.0239 0.5269 -2.9733
*
```

Results of the Löwdin charge analysis, in e, for atoms 1 through 2: -0.07 -0.36

=====

Entry 8:
One molecule with the formula C4H8OS. Source: the OMol25 dataset; level of theory: ωB97M-V/def2-TZVPD.

Output
**Energy above the lowest of the compared OMol25 structures with the same formula, charge and spin**: 44.75 kcal per mole
**Molar mass**: 104.17 u
**Structure (SMILES)**: SCC[C@H]1CO1
**Energy**: -630.56361 a.u.
**LUMO energy**: 0.8 eV
**F_max**: 0.0499 Eh/bohr
**Highest occupied orbital energy**: -9.03 eV

```
! wB97M-V def2-TZVPD RIJCOSX def2/J DEFGRID3
* xyz 0 1
S 0.2502 1.1766 1.6936
C 0.3106 -0.5138 1.3409
C 0.5783 -0.8078 -0.1566
C -0.6234 -0.3155 -0.8546
C -0.8487 1.0752 -1.2790
O -0.5041 0.0460 -2.2370
H 1.5080 1.3706 1.2873
H -0.5665 -1.0344 1.7297
H 1.1079 -0.9854 1.9341
H 0.6449 -1.9475 -0.0845
H 1.5876 -0.4052 -0.4699
H -1.5102 -0.8708 -0.5857
H -1.9305 1.4441 -1.2400
H -0.0043 1.7680 -1.0783
*
```

Results of the Löwdin charge analysis, in e, for atoms 1 through 2: 0.75 -0.65

=====

Entry 9:
A 3-piece molecular cluster, C4H8OS overall. Source: the OMol25 dataset; level of theory: ωB97M-V/def2-TZVPD.

Output
**Energy above the lowest of the compared OMol25 structures with the same formula, charge and spin**: 210.19 kcal per mole
**Molar mass**: 104.17 u
**Energy**: -630.29996 a.u.
**LUMO energy**: -1.7 eV
**F_max**: 0.0881 Eh/bohr
**Highest occupied orbital energy**: -9.38 eV

```
! wB97M-V def2-TZVPD RIJCOSX def2/J DEFGRID3
* xyz 0 1
C -1.8488 0.0624 -0.0175
C -0.3440 -0.2291 -0.3185
C 0.0563 -0.8469 0.9861
C 0.4677 0.6579 0.6404
H -1.4779 -2.2626 -1.0585
H -2.0216 0.4156 1.1163
H -1.9383 1.0523 -0.5032
H -0.1944 -0.4167 -1.4055
H 0.8165 -1.6919 0.9713
H -0.8874 -1.0928 1.6721
H 0.0190 1.6238 1.0609
H 1.7345 0.6149 -2.0422
O -2.6143 -1.0096 -0.6132
S 2.1798 0.7481 -0.1655
*
```

Results of the Löwdin charge analysis, in e, for atoms 1 through 2: -0.35 -0.45

=====

Entry 10:
One molecule with the formula C4H8OS. Source: the OMol25 dataset; level of theory: ωB97M-V/def2-TZVPD.

Output
**Energy above the lowest of the compared OMol25 structures with the same formula, charge and spin**: 38.19 kcal per mole
**Molar mass**: 104.17 u
**Structure (SMILES)**: OC[C@@H]1C[C@H]1S
**Energy**: -630.57405 a.u.
**LUMO energy**: 0.9 eV
**F_max**: 0.0570 Eh/bohr
**Highest occupied orbital energy**: -8.95 eV

```
! wB97M-V def2-TZVPD RIJCOSX def2/J DEFGRID3
* xyz 0 1
O -0.7033 1.9507 -2.0588
C -1.1916 0.9849 -1.1240
C -0.2501 0.0061 -0.5871
C -0.4878 -1.4078 -0.2991
C -0.1273 -0.4568 0.8323
S 1.3942 -0.6571 1.6803
H -0.4289 1.5224 -2.8858
H -1.9648 0.4338 -1.6985
H -1.6786 1.6095 -0.3575
H 0.7249 0.1568 -1.0050
H 0.2672 -2.1453 -0.6212
H -1.4906 -1.7441 -0.3975
H -1.0319 -0.2154 1.3634
H 1.2626 0.5316 2.2547
*
```

Results of the Löwdin charge analysis, in e, for atoms 1 through 2: -0.07 -0.24

=====

Entry 11:
One molecule with the formula C4H8OS. Source: the OMol25 dataset; level of theory: ωB97M-V/def2-TZVPD.

Output
**Energy above the lowest of the compared OMol25 structures with the same formula, charge and spin**: 35.43 kcal per mole
**Molar mass**: 104.17 u
**Structure (SMILES)**: COC1CSC1
**Energy**: -630.57845 a.u.
**LUMO energy**: 0.9 eV
**F_max**: 0.0594 Eh/bohr
**Highest occupied orbital energy**: -8.57 eV

```
! wB97M-V def2-TZVPD RIJCOSX def2/J DEFGRID3
* xyz 0 1
C -1.4401 0.2607 1.3779
O -1.0490 0.4044 0.1037
C 0.0842 -0.3715 -0.2455
C 0.3106 -0.1620 -1.7414
S 1.8056 0.9084 -1.4719
C 1.4198 0.1732 0.1598
H -0.8241 0.8721 2.0288
H -2.4802 0.6416 1.4058
H -1.4706 -0.7883 1.6910
H -0.0543 -1.4532 -0.0960
H -0.5520 0.3325 -2.2555
H 0.5437 -1.0706 -2.2784
H 1.5675 0.8901 0.9864
H 2.1390 -0.6374 0.3352
*
```

Results of the Löwdin charge analysis, in e, for atoms 1 through 2: -0.15 -0.15

=====

Entry 12:
C4H8OS2 as an isolated structure. Source: the OMol25 dataset; level of theory: ωB97M-V/def2-TZVPD.

Output
**Energy above the lowest of the compared OMol25 structures with the same formula, charge and spin**: 73.12 kcal per mole
**Molar mass**: 136.24 u
**Energy**: -1028.70652 a.u.
**LUMO energy**: -2.1 eV
**F_max**: 0.0947 Eh/bohr
**Highest occupied orbital energy**: -9.33 eV

```
! wB97M-V def2-TZVPD RIJCOSX def2/J DEFGRID3
* xyz 0 1
C -1.3174 -0.6552 0.6592
C -2.7374 -0.7819 0.7729
O -3.5785 -1.4875 0.3115
C -0.5761 0.6660 0.5014
S 1.0867 0.6002 1.2444
S 1.6447 -0.8155 -0.9957
C 2.7925 0.3687 -1.3676
H -0.9642 -0.9335 1.6580
H -0.8240 -1.5238 0.1244
H -3.1233 0.1760 1.1462
H -1.0761 1.4524 1.1297
H -0.6211 1.0951 -0.5187
H 3.2099 0.1318 -2.4431
H 3.6844 0.3038 -0.7860
H 2.3999 1.4033 -1.4368
*
```

Results of the Löwdin charge analysis, in e, for atoms 1 through 2: -0.29 -0.33

=====

Entry 13:
One molecule with the formula C4H8OS2. Source: the OMol25 dataset; level of theory: ωB97M-V/def2-TZVPD.

Output
**Energy above the lowest of the compared OMol25 structures with the same formula, charge and spin**: 27.86 kcal per mole
**Molar mass**: 136.24 u
**Structure (SMILES)**: O[C@@H]1[C@H](S)C[C@@H]1S
**Energy**: -1028.77864 a.u.
**LUMO energy**: 0.7 eV
**F_max**: 0.0463 Eh/bohr
**Highest occupied orbital energy**: -9.01 eV

```
! wB97M-V def2-TZVPD RIJCOSX def2/J DEFGRID3
* xyz 0 1
O 1.3037 -0.5293 1.0768
C 0.1043 0.1205 0.8549
C -0.9543 -0.5911 -0.0665
S -1.0246 -2.4332 0.0227
C -0.4490 0.1525 -1.2744
C 0.1501 1.1752 -0.2826
S 1.7042 1.9836 -0.7272
H 1.5782 -1.2044 0.4104
H -0.3328 0.4882 1.8048
H -1.9888 -0.2227 0.1889
H -1.0920 -2.4308 1.3855
H 0.3451 -0.4222 -1.7056
H -1.1617 0.5517 -1.9914
H -0.6124 1.9077 0.0371
H 2.4299 1.4541 0.2666
*
```

Results of the Löwdin charge analysis, in e, for atoms 1 through 2: -0.06 -0.41

=====

Entry 14:
One molecule with the formula C4H8OSi. Source: the OMol25 dataset; level of theory: ωB97M-V/def2-TZVPD.

Output
**Energy above the lowest of the compared OMol25 structures with the same formula, charge and spin**: 0.00 kcal per mole
**Molar mass**: 100.19 u
**Structure (SMILES)**: O[Si@H]1C=CCC1
**Energy**: -521.93748 a.u.
**LUMO energy**: 0.7 eV
**F_max**: 0.0822 Eh/bohr
**Highest occupied orbital energy**: -9.68 eV

```
! wB97M-V def2-TZVPD RIJCOSX def2/J DEFGRID3
* xyz 0 1
O -1.6122 0.8031 1.8893
Si -0.2066 0.2705 1.1504
C -0.0329 -1.3359 0.4217
C 0.3133 -1.3393 -0.8615
C 0.3227 0.0601 -1.5546
C 0.4048 1.1671 -0.4309
H -1.4123 0.8760 2.7811
H 0.6481 0.1844 2.3464
H -0.5437 -2.2483 0.9245
H 0.5999 -2.2960 -1.4165
H -0.6320 0.1587 -2.1275
H 1.0282 0.1474 -2.2703
H -0.2510 1.9503 -0.6609
H 1.3738 1.6020 -0.1912
*
```

Results of the Löwdin charge analysis, in e, for atoms 1 through 2: -0.18 0.52

=====

Entry 15:
One molecule with the formula C4H8P2. Source: the OMol25 dataset; level of theory: ωB97M-V/def2-TZVPD.

Output
**Energy above the lowest of the compared OMol25 structures with the same formula, charge and spin**: 54.40 kcal per mole
**Molar mass**: 118.06 u
**Structure (SMILES)**: CC1=P[C@H](C)P1
**Energy**: -839.79880 a.u.
**LUMO energy**: 0.4 eV
**F_max**: 0.0790 Eh/bohr
**Highest occupied orbital energy**: -8.54 eV

```
! wB97M-V def2-TZVPD RIJCOSX def2/J DEFGRID3
* xyz 0 1
C -2.6355 0.2091 0.2494
C -1.2420 -0.1876 0.0212
P -0.2357 -1.5533 -0.1934
C 1.0971 -0.2896 -0.5105
C 2.2324 -0.4035 0.5080
P 0.1781 1.3095 -0.1121
H -2.5257 0.8963 1.1828
H -3.2084 -0.7013 0.1992
H -3.0291 0.8028 -0.5223
H 1.5726 -0.4516 -1.4442
H 1.9358 -0.7751 1.3893
H 2.8042 0.5004 0.5497
H 2.9029 -1.1150 0.2387
H 0.1532 1.7589 -1.5559
*
```

Results of the Löwdin charge analysis, in e, for atoms 1 through 2: -0.21 -0.73

=====

Entry 16:
A 2-piece molecular cluster, C4H8P2 overall. Source: the OMol25 dataset; level of theory: ωB97M-V/def2-TZVPD.

Output
**Energy above the lowest of the compared OMol25 structures with the same formula, charge and spin**: 49.89 kcal per mole
**Molar mass**: 118.06 u
**Energy**: -839.66755 a.u.
**LUMO energy (alpha / beta)**: 0.7 / -2.2 eV
**F_max**: 0.1547 Eh/bohr
**Highest occupied orbital energy (alpha / beta)**: -6.17 / -9.47 eV

```
! wB97M-V def2-TZVPD RIJCOSX def2/J DEFGRID3
* xyz 0 3
C 2.0205 0.0601 0.6754
C -1.8785 -0.4626 0.3120
C 2.5235 -0.0614 -0.6846
C -1.5412 0.7344 -0.5822
P 1.6598 0.4972 2.1238
P -2.3061 -0.3658 1.8936
H -2.1205 -1.2996 -0.3627
H 3.6324 -0.1475 -0.6103
H 2.0564 0.7243 -1.2402
H 2.4515 -0.9849 -1.2293
H -1.9279 0.7474 -1.6811
H -0.4532 0.5531 -0.7084
H -1.6534 1.7767 -0.1619
H -2.4632 -1.7717 2.2558
*
```

Results of the Löwdin charge analysis, in e, for atoms 1 through 2: -0.72 -0.64